Entry 1:
The following is a DFT calculation (ωB97M-V/def2-TZVPD) of 4 unconnected molecules or ions with the total composition C62H54BrN3O8PS in a non-equilibrium geometry.

charge = +1
E_HOMO = -11.06 eV
HOMO-LUMO gap = 7.07 eV

```
130
Properties=species:S:1:pos:R:3:mulliken_charge:R:1
H 11.67 -4.23 -4.39 0.4041
H -1.33 6.33 0.55 0.3443
C 4.34 6.04 0.99 -0.7831
H 4.62 6.00 2.03 0.4330
C 11.33 -3.89 -3.42 -0.4858
C -4.40 -1.91 3.59 -0.1961
H -0.74 -0.51 0.98 0.4833
C -11.34 -0.14 -5.59 -0.4781
H 4.15 3.66 -0.61 -0.3114
H 13.23 -4.22 -2.47 0.4049
C -2.78 -6.07 1.45 0.0950
C 7.71 -2.15 -0.52 0.0838
C -3.63 -3.93 2.54 -0.5242
H 5.04 0.91 -0.98 0.1485
H 0.58 5.98 -1.04 0.2389
N -0.52 6.27 1.15 -0.1034
H -5.66 -2.16 5.31 0.3964
C 1.18 1.51 1.01 1.4843
C -1.18 0.47 0.88 -0.5790
C -4.31 -4.68 3.50 0.2489
C 8.57 -2.21 0.58 0.1496
C 8.18 -2.55 -1.88 0.5567
C -10.45 -2.08 -4.48 -0.5647
H -3.88 0.68 -0.41 0.1505
H -3.06 2.29 -0.44 0.2387
C 1.37 3.87 1.50 0.2600
H -0.39 5.45 3.05 0.3990
O -4.84 -6.83 4.31 -0.6497
N 3.39 2.55 1.06 -0.1605
C 6.78 -1.47 2.01 -0.5410
C -7.33 -1.53 -0.65 -0.8294
H -1.81 2.95 1.53 0.2682
H 0.08 8.27 1.15 0.3208
O 7.44 -2.48 -2.83 -0.6631
C -3.68 -2.54 2.59 0.5586
C 2.71 5.68 -0.74 1.4355
H -10.72 1.76 -4.81 0.4734
C 1.36 5.26 -1.27 -1.1079
H 3.18 2.29 -1.03 0.3837
H -3.14 -1.96 1.85 0.6017
C -0.70 5.16 2.05 -1.4353
H 5.90 2.39 -1.21 0.4010
H -7.31 -2.60 -0.53 0.5180
C 10.03 -3.46 -3.27 -0.5635
C 3.07 5.60 0.61 0.5017
H 9.35 -3.45 -4.11 0.4679
C 3.93 2.63 -0.32 0.5584
H -1.56 -6.12 -0.31 0.4679
O -8.89 -3.08 -2.38 -0.6487
P 1.85 -0.17 0.68 0.1394
H 6.41 -1.21 2.99 0.4744
H 6.21 6.91 0.42 0.4417
C -0.39 7.57 1.85 -1.0857
C -5.04 -4.04 4.49 -0.6553
C 8.09 -1.87 1.85 -0.7731
C -3.05 1.26 -0.80 -1.1655
C 10.45 -3.04 -0.93 0.1438
H -1.76 4.90 2.13 0.5459
C -8.93 -1.87 -2.53 0.5640
H -1.36 7.99 2.14 0.3490
C 9.58 -3.03 -2.02 0.2208
H 5.62 6.96 -1.99 0.4264
C -3.29 -8.21 2.44 -0.5360
H 3.79 -0.19 1.31 0.0793
H 12.44 -3.46 -0.25 0.4788
H -1.34 -8.58 -0.31 0.4071
C -0.22 1.61 1.10 -0.3739
H 3.39 6.20 -2.71 0.4229
H 0.25 7.50 2.72 0.4064
C -8.14 -0.97 -1.64 0.1359
C 12.20 -3.89 -2.34 -0.4825
C -1.70 0.57 -0.60 -0.4286
C 5.25 6.55 0.08 -0.8560
C 5.93 -1.40 0.91 -0.3653
C -2.54 -8.83 1.46 -0.4920
C -0.74 2.84 1.43 -0.0730
C -10.65 0.69 -4.72 -0.5696
H -10.37 -3.15 -4.38 0.4733
H 5.75 1.67 0.44 0.3268
C -7.42 1.23 -0.99 -0.7761
C 11.77 -3.46 -1.10 -0.5787
C -2.86 -4.58 1.45 0.5312
C -3.42 -6.83 2.43 0.1735
H -11.77 -2.16 -6.16 0.4010
C -1.92 -8.08 0.46 -0.5172
H -4.43 -0.83 3.64 0.2505
O 3.42 -0.21 0.41 -0.1229
H -3.77 -8.79 3.21 0.4803
H -6.00 1.32 0.62 0.5126
S 1.46 -1.27 2.22 -0.2738
C -9.07 1.03 -2.83 0.5644
H -1.84 -0.47 -0.91 0.5068
C 1.99 2.65 1.18 -0.7060
N 0.03 3.92 1.64 0.4550
H 4.90 -1.08 1.01 1.2194
H 3.84 3.22 1.67 0.5225
O 1.17 -0.71 -0.65 -0.5187
H -5.94 -1.14 0.92 0.5377
C -11.24 -1.52 -5.47 -0.4768
H 1.07 4.25 -0.99 0.0707
C -5.09 -2.66 4.54 -0.9731
H -0.93 1.00 -1.23 0.4409
H -5.57 -4.63 5.23 0.5051
C -6.57 -0.71 0.16 -0.1471
C -6.61 0.67 -0.01 -0.4283
H 1.27 -1.68 -0.62 0.4097
C -9.76 -1.25 -3.60 0.2112
C 3.65 6.16 -1.65 -0.8669
H 5.74 -1.68 -1.21 0.5035
H 1.43 5.25 -2.36 0.4883
C -4.24 -6.17 3.49 0.5337
C -8.19 0.41 -1.80 0.1600
H 1.60 5.94 2.13 0.0691
H -11.96 0.30 -6.36 0.4015
H 2.88 4.85 2.57 0.6735
C 6.40 -1.74 -0.35 -1.0238
H -7.46 2.31 -1.12 0.4704
O -2.31 -3.92 0.60 -0.7505
C 2.19 5.10 1.76 -1.2993
H 8.76 -1.93 2.70 0.4908
C 4.90 6.59 -1.26 -0.7684
C 5.25 1.86 -0.51 -1.3335
C -9.84 0.13 -3.73 0.1875
O -9.14 2.24 -2.94 -0.6611
C -2.04 -6.70 0.46 -0.5125
O 10.74 -2.64 1.37 -0.6527
H -2.43 -9.91 1.46 0.4038
H -3.21 1.33 -1.88 0.4649
Br -2.63 0.50 2.19 0.0067
C 9.99 -2.63 0.42 0.7102
```

---

Entry 2:
The following is a DFT calculation (ωB97M-V/def2-TZVPD) of a molecular structure, C62H65Cl4O7STl in a non-equilibrium geometry.

charge = -2
E_HOMO = -1.91 eV
HOMO-LUMO gap = 5.22 eV

```
140
Properties=species:S:1:pos:R:3:mulliken_charge:R:1
C 4.16 3.86 -0.06 0.2532
H -3.00 3.00 0.59 0.4331
C -6.11 1.25 -3.98 2.1882
H 0.86 -0.71 7.73 0.4315
C 0.58 1.38 -7.99 -1.8376
C 0.87 -0.87 -3.78 0.1503
H 0.78 -7.45 -3.14 0.3561
C -3.66 -4.14 0.24 -0.6613
H -5.05 1.34 -5.86 0.3624
H 0.03 2.24 -7.62 0.3141
H 2.79 -2.23 0.57 0.1387
C 0.50 -0.32 5.65 -0.5235
C -7.03 -4.12 -1.11 -1.6864
C 2.77 3.70 -0.13 0.3446
H -7.32 -3.10 1.42 0.3160
H -2.49 -7.02 -4.92 0.4672
C -4.94 -3.61 0.18 -0.3889
C -4.90 1.21 -3.05 -0.0006
H 0.42 -2.04 -7.66 0.3136
H -6.89 -0.67 -3.33 0.2563
C 0.46 -3.98 -3.44 -0.2723
C -3.99 0.75 -0.85 0.5553
H -7.95 -4.75 1.42 0.4664
C -2.24 -6.19 -4.26 -1.5716
C -0.51 1.08 -5.16 -1.1603
H -3.51 -5.21 0.22 0.3474
H -1.25 3.35 0.54 0.1781
C -1.01 0.29 7.41 -0.4289
H 1.86 -1.02 -7.83 0.4190
H 1.42 -2.42 1.68 0.1546
C -2.37 -2.16 8.79 -0.8870
H -3.47 2.03 -4.44 0.4899
C 1.72 -1.86 -3.01 -0.9393
C -5.79 1.92 -5.32 -2.1973
H -7.50 -0.14 -4.90 0.4623
H -3.32 0.44 1.15 -0.4644
H -5.34 -6.21 -0.77 0.2811
C -1.17 -3.97 0.50 -1.1416
H -5.84 -0.75 -4.74 0.3508
H -6.46 -4.36 2.29 0.3481
C -1.24 2.20 -3.03 -1.0231
H 1.90 -3.78 0.63 0.4544
C 0.18 -0.29 7.00 -0.3326
H -0.49 -8.33 -3.99 0.4722
C 0.04 0.08 -7.40 2.3629
H -5.09 0.33 0.95 0.9547
Tl 0.21 0.15 0.08 4.8277
H -1.02 1.88 -5.68 0.3313
O -1.78 1.56 -0.31 -0.1456
O 0.87 2.31 -0.24 -0.3117
H 0.66 -1.06 -9.12 0.4472
H -0.60 -3.33 1.16 -0.0662
C -0.51 -4.03 -0.85 0.6375
Cl 1.76 5.11 -0.11 -0.2729
C 1.81 -2.69 0.69 -1.0759
H -6.69 1.99 -5.92 0.4437
C -0.08 0.22 3.33 0.2604
H -7.51 1.64 -2.36 0.3141
H -6.02 -1.75 0.19 0.2551
H 1.52 -1.56 -5.67 0.4012
C -2.54 -3.35 0.36 0.4747
H -0.32 -5.17 -5.88 0.3808
H -5.31 -6.23 1.00 0.4066
C -5.90 -5.95 0.13 -2.0952
C -6.21 -4.45 0.14 2.4359
H 2.14 -1.35 -2.14 -0.3361
C 4.96 2.74 -0.05 0.2361
H -0.22 -6.93 -5.96 0.4542
H 1.42 -0.77 5.31 0.5093
C 4.38 1.47 -0.12 0.3625
H -1.84 -0.99 -7.30 0.3496
H -0.63 2.46 -2.16 -0.3352
H -7.94 -4.71 -1.14 0.4696
C -1.89 0.83 6.49 -0.4511
C -2.83 -0.78 9.13 0.6383
H -8.08 2.16 -3.94 0.4654
H -7.29 -3.06 -1.12 0.3159
H -1.87 2.13 1.67 0.0188
S -1.46 0.42 9.14 -0.1106
O 0.95 -2.18 -0.31 -0.2217
H -6.44 -4.32 -2.00 0.3473
C 3.00 1.27 -0.19 -0.6606
H -5.40 2.92 -5.15 0.4156
H -0.80 -7.64 -2.39 0.3191
H 1.07 -6.01 -5.18 0.4121
C 0.14 0.19 2.13 -2.5517
Cl 4.85 5.44 0.04 -0.2712
H -1.68 -2.16 7.94 0.2773
H 0.84 -3.90 -4.45 0.5047
C -2.00 2.57 0.67 -0.9909
C 0.44 -3.07 -1.22 -0.1581
C -6.62 -0.17 -4.25 -1.6062
H -1.25 -4.97 0.94 0.9035
C 2.15 2.45 -0.19 -0.9421
C -1.45 -0.07 -7.75 -1.7286
O -3.93 -0.45 9.47 -0.5386
H 0.51 1.37 -9.08 0.4752
C 0.02 0.00 -3.06 -0.0753
C -0.38 0.23 4.71 0.3111
C 0.90 -0.83 -5.16 -0.6623
C -0.29 -7.48 -3.34 -1.7670
C -2.59 1.74 -2.55 0.0821
C -1.58 0.79 5.14 -0.4145
H 1.63 1.51 -7.72 0.3762
H -1.61 -5.74 -1.46 0.2845
C -0.37 -5.02 -3.06 0.1221
Cl 5.41 0.08 -0.09 -0.2715
C -0.73 -6.17 -4.00 2.1837
C -2.79 1.36 -1.22 -0.2209
C -3.95 -1.40 0.35 0.5223
C -0.56 1.08 -3.78 0.5366
H -2.27 1.20 4.42 0.4356
C -4.12 0.10 0.50 -0.7068
C -5.04 -2.22 0.22 -0.7356
C -7.21 2.08 -3.30 -1.7520
H -1.59 -0.11 -8.82 0.4695
H 2.52 -2.23 -3.65 0.8768
C 0.16 0.10 -5.88 -0.2717
H -2.80 -6.30 -3.33 0.2307
H -3.22 -2.80 8.58 0.3141
H -1.83 -2.55 9.66 0.2732
C -7.04 -4.15 1.40 -1.8011
C -3.66 1.68 -3.44 -0.4049
H -1.35 3.07 -3.68 0.8863
C 0.80 -1.09 -8.04 -2.1318
C 0.00 -6.06 -5.34 -2.2569
C -0.89 -4.99 -1.77 -0.5934
C -5.03 0.70 -1.77 -0.5349
O 2.47 0.10 -0.23 -0.3222
O -0.29 -0.22 -1.82 0.5898
H -6.82 -6.53 0.13 0.4336
O -1.60 -1.19 0.58 -0.4484
H -2.03 0.76 -7.35 0.3541
H -2.82 1.26 6.83 0.4570
C 0.86 -3.00 -2.54 -0.1716
H -5.96 0.25 -1.45 0.3582
H -2.55 -5.26 -4.73 0.3546
C -2.62 -1.93 0.40 -0.3365
Cl 6.68 2.91 0.05 -0.2692
H -6.83 3.09 -3.09 0.3699
```

---

Entry 3:
The following is a DFT calculation (ωB97M-V/def2-TZVPD) of a molecular structure, C62H80N3O3PRbSSeTe.

multiplicity = 2
expectation value of S² = 0.76
charge = -2
energy above the lowest of the compared OMol25 structures with the same formula, charge and spin = 123.54 kJ/mol
E_HOMO (alpha / beta) = -0.83 / -1.78 eV
HOMO-LUMO gap (alpha / beta) = 4.28 / 5.23 eV

```
153
Properties=species:S:1:pos:R:3:mulliken_charge:R:1
C -4.98 -2.87 0.38 -0.2014
H -0.81 -4.50 2.54 0.4190
C -0.37 3.54 1.02 0.3331
H 0.06 1.79 -3.04 0.0971
C 2.25 -0.23 -7.09 -1.4055
H -0.57 4.20 7.07 0.3796
H 1.90 8.88 0.17 0.4778
C 2.64 5.40 6.63 -1.6003
H 1.92 3.41 -3.03 0.4024
C 3.30 0.08 -2.99 -0.1753
C -3.27 -1.22 3.58 -0.5727
C 7.25 1.69 -2.51 -0.4556
P -1.18 -2.20 1.90 0.8132
H 1.90 4.06 8.89 0.4636
C 0.53 5.70 0.47 0.0949
H 5.06 1.17 5.72 0.4152
H 4.02 1.57 1.55 0.2496
C 2.52 -4.61 -1.15 -0.7955
H 2.61 6.05 7.51 0.4651
O 2.70 -0.24 -1.92 -0.5099
H -0.40 -4.89 -7.17 0.3751
C -0.66 2.56 -3.30 -1.9953
H -2.54 -4.17 2.47 0.3699
C 3.66 -3.69 -3.53 0.7929
N -3.76 -2.96 -0.42 0.0382
H -0.15 -1.52 4.00 0.4915
C 1.02 -2.11 -5.85 -0.0473
H -0.10 -3.53 -3.79 -0.1718
C 1.90 3.44 7.98 -1.7304
H 3.64 5.00 6.53 0.3091
H 1.18 3.99 -4.53 0.4769
H -5.47 -3.84 0.41 0.3803
C -4.03 0.70 1.73 -0.4539
C 1.49 7.95 -0.22 -2.3234
H 4.90 -0.14 -0.88 0.5073
C -4.34 -0.38 3.86 -0.8316
H -1.50 -3.73 -4.82 0.3443
H 0.25 5.57 7.85 0.4406
C 4.68 0.68 -2.84 0.3362
H 5.22 -5.11 -3.13 0.3286
H -0.49 -4.06 -10.01 0.2943
H 0.70 6.05 -1.62 0.1917
H 6.99 2.55 -4.47 0.3833
H 0.62 8.19 -0.83 0.3795
H 1.69 0.54 -6.56 0.2151
H 6.25 1.01 4.43 0.4830
Rb 0.89 0.44 -0.33 1.1037
C 5.34 1.53 4.72 -2.5880
H 2.82 7.69 2.14 0.4549
C 1.38 -2.24 -8.23 -0.9719
C 5.38 0.43 -1.66 -0.2662
C 1.80 1.76 3.14 0.5213
H 4.70 1.62 -4.76 0.3881
C -1.58 -3.77 2.79 -1.4344
H -1.62 2.28 -2.87 0.2761
C 0.16 -3.96 -7.15 -0.8538
C 1.62 3.41 5.49 -0.6863
H -4.28 1.48 1.02 0.4233
Te 1.14 -1.18 -3.93 0.1564
O 1.85 1.03 2.09 -0.6199
C 0.17 -1.58 2.96 -0.4516
C -0.12 4.12 -1.31 0.0361
H 1.62 5.13 -3.25 0.2916
H -2.84 -2.93 0.00 0.0402
C 0.39 5.34 -0.86 -0.5652
H 3.66 2.87 5.78 0.3338
C 4.25 1.24 3.69 2.8333
H 1.80 -1.80 -9.12 0.2506
C 0.13 4.75 1.41 -0.4014
H -2.43 -0.03 0.51 0.1948
H -4.86 -0.46 4.80 0.3888
N 2.88 -0.17 -4.20 -0.2938
C 4.29 -3.21 -4.81 -0.9185
Se -0.90 2.25 2.36 0.1285
C 2.40 6.76 1.76 -1.5698
C -3.89 -2.28 -1.60 -0.2147
H 0.75 -5.22 -9.54 0.3608
C 0.30 -3.31 -5.92 1.3105
H -6.88 -2.16 -0.45 0.3158
H 0.23 4.95 2.47 0.1357
H -0.81 6.00 -3.21 0.2938
H 3.15 6.26 1.15 0.3439
H -0.81 7.95 1.28 0.3369
H -0.74 2.56 -4.40 0.5481
O -1.06 2.01 -0.62 -0.7244
C -0.42 -3.92 -4.75 -1.6145
H -0.14 7.17 2.71 0.2111
H 0.98 -3.17 -1.54 0.4793
H 0.52 8.72 2.18 0.4699
H 2.19 6.11 2.61 0.1467
H 1.20 -3.74 -10.38 0.3504
H 2.37 0.06 -8.13 0.4108
H 3.22 -0.26 -6.60 0.1450
H -1.59 -3.65 3.87 0.3920
C -4.72 0.58 2.93 -0.6322
H 2.07 -4.96 -0.22 0.4230
C 1.91 -3.61 -1.90 -0.4481
H 1.02 -2.26 2.89 0.4568
C 6.54 1.95 -3.68 -0.6274
C 4.04 -0.28 3.64 -1.6377
C 2.80 2.75 5.13 0.1625
S -2.70 -2.02 -2.70 -0.2175
H -0.27 -5.00 -4.74 0.3754
C 1.54 -1.55 -7.03 1.1871
C -2.98 -0.16 1.45 -0.6060
C 0.53 -4.15 -9.63 -1.5658
H 3.31 -0.53 2.88 0.1810
H 8.24 2.09 -2.38 0.3586
C 0.11 7.76 1.83 -1.7434
C 0.60 2.44 3.52 -1.0918
H 1.16 2.65 8.10 0.3503
H 3.68 -0.64 4.61 0.3078
C -2.59 -1.13 2.37 1.0306
H 4.21 -5.93 -1.03 0.3669
H 2.44 6.02 5.75 0.2467
H 0.51 -0.59 2.64 -0.4960
H 5.56 2.59 4.79 0.3867
C 1.59 4.29 6.74 1.9865
C 2.93 1.94 4.02 -0.7727
H -5.78 -0.85 0.05 0.1149
C 1.22 4.14 -3.44 -1.9228
N -5.20 -1.87 -1.71 -0.2364
H 3.61 -3.35 -5.65 0.0774
H 2.88 2.97 7.90 0.2793
C -5.83 -1.85 -0.40 -0.2550
H 5.21 -3.76 -5.02 0.4197
H -4.76 -2.54 1.39 -0.0223
H -0.42 3.72 4.86 0.4152
H -5.34 -1.12 -2.36 0.2917
H 4.99 2.80 2.37 0.3316
H -2.97 -1.95 4.32 0.2630
C 0.70 -3.45 -8.31 0.6707
C 4.28 -4.69 -2.78 -0.8641
H 2.24 7.50 -0.87 0.3607
H 4.98 -0.78 3.42 0.5074
C 0.22 4.94 6.95 -2.0844
C -0.18 3.94 -2.84 2.3802
C 0.53 3.23 4.65 0.5906
C 5.26 1.44 -3.85 -0.1247
C 3.72 -5.15 -1.60 -0.5409
C -0.56 3.16 -0.35 0.1650
H -1.19 4.87 -4.52 0.4625
H 4.52 -2.14 -4.77 0.0973
H 5.68 1.20 2.06 0.4362
C 1.13 7.02 0.94 2.4482
H 7.20 0.74 -0.58 0.3705
C 6.66 0.94 -1.50 -0.7036
H -2.14 4.86 -3.03 0.3365
H -5.54 1.26 3.15 0.3581
C 2.46 -3.15 -3.08 0.2449
C 4.76 1.73 2.32 -1.6746
H -0.05 5.58 6.10 0.3153
C -1.14 4.98 -3.43 -1.8661
```